Model a:
Here is C2H5N3OS as an isolated structure from the Open Molecules 2025 dataset. Energies are from ωB97M-V/def2-TZVPD.

Geometry as ORCA input:
```
! wB97M-V def2-TZVPD RIJCOSX def2/J DEFGRID3
* xyz 0 1
C 1.04 -0.09 -0.14
C -1.42 -0.77 0.00
H 2.93 0.81 -0.39
H 1.38 1.87 -0.49
H -0.61 1.63 1.12
H -2.58 -0.26 0.60
H -2.16 -2.39 -0.12
N 1.85 0.99 -0.36
N -0.31 0.12 -0.08
N -1.20 -1.96 -0.42
O -0.78 1.50 0.10
S 1.85 -1.45 0.19
*
```

Frontier orbital gap in Eh: 0.314
Lowest unoccupied orbital energy in eV: 0.3626
E_HOMO in Ha: -0.301

Atomic partial charges in e from the Löwdin method, atoms 1 to 5: C -0.938; C -0.286; H 0.142; H 0.073; H 0.168

Model b:
Here is a 2-piece molecular cluster, C2H5N3OS overall from the Open Molecules 2025 dataset. Energies are from ωB97M-V/def2-TZVPD.

Geometry as ORCA input:
```
! wB97M-V def2-TZVPD RIJCOSX def2/J DEFGRID3
* xyz 0 1
C -0.28 0.92 -0.16
C 1.60 -1.07 -0.10
H -3.96 0.24 0.22
H 0.46 1.67 -0.01
H -0.21 -1.28 -0.23
H 1.29 -2.23 0.14
H 3.75 1.10 0.88
N -1.58 1.13 -0.01
N 0.37 -0.39 -0.45
N 2.86 -0.59 0.24
O 2.76 0.84 0.00
S -2.68 -0.40 0.14
*
```

Frontier orbital gap in Eh: 0.324
Lowest unoccupied orbital energy in eV: -0.0387
E_HOMO in Ha: -0.325

Atomic partial charges in e from the Löwdin method, atoms 1 to 5: C -0.268; C -0.182; H -0.125; H 0.088; H 0.080

Model c:
Here is one molecule with the formula C2H5N3OS from the Open Molecules 2025 dataset. Energies are from ωB97M-V/def2-TZVPD.

Geometry as ORCA input:
```
! wB97M-V def2-TZVPD RIJCOSX def2/J DEFGRID3
* xyz 0 1
H -2.17 -1.10 2.08
N -1.17 -0.90 2.27
C -0.51 -0.71 1.20
N 0.84 -0.53 1.32
S -1.15 -0.59 -0.50
N 0.21 0.06 -1.29
C 0.18 1.33 -1.88
O 1.08 1.64 -2.62
H 1.14 -0.48 2.30
H 1.38 -0.14 0.57
H 0.87 -0.57 -1.81
H -0.68 2.01 -1.64
*
```

Frontier orbital gap in Eh: 0.367
SMILES: [H]/N=C(/N)SNC=O
Lowest unoccupied orbital energy in eV: 0.5572
E_HOMO in Ha: -0.347

Atomic partial charges in e from the Löwdin method, atoms 1 to 5: H 0.040; N 0.049; C -0.797; N 0.055; S 0.945

Short version: model c is the most stable of them.

Model a:
Here is one molecule with the formula C6H9NO from the Open Molecules 2025 dataset. Energies are from ωB97M-V/def2-TZVPD.

Geometry as ORCA input:
```
! wB97M-V def2-TZVPD RIJCOSX def2/J DEFGRID3
* xyz 0 1
C -2.11 -1.04 0.02
N -2.00 0.39 0.07
C -0.84 1.13 -0.06
O -0.85 2.33 -0.08
C 0.39 0.40 0.05
C 0.89 -0.81 -0.12
C 2.31 -0.35 0.02
C 1.72 1.11 0.07
H -2.03 -1.46 1.09
H -3.21 -1.19 -0.38
H -1.38 -1.63 -0.68
H -2.82 0.87 0.13
H 0.49 -1.87 -0.32
H 2.95 -0.66 -0.81
H 2.75 -0.62 1.00
H 1.79 1.70 -0.85
H 1.97 1.71 0.86
*
```

Frontier orbital gap in Eh: 0.381
SMILES: CNC(=O)C1=CCC1
Lowest unoccupied orbital energy in eV: 0.8585
E_HOMO in Ha: -0.349

Atomic partial charges in e from the Löwdin method, atoms 1 to 5: C -0.119; N 0.011; C -0.474; O 0.096; C -0.190

Model b:
Here is a 2-piece molecular cluster, C6H9NO overall from the Open Molecules 2025 dataset. Energies are from ωB97M-V/def2-TZVPD.

Geometry as ORCA input:
```
! wB97M-V def2-TZVPD RIJCOSX def2/J DEFGRID3
* xyz 0 1
C 0.54 0.47 -2.52
C 1.77 0.22 -1.68
C 1.88 -0.05 -0.34
C 0.73 -0.06 0.55
C -0.50 0.45 0.48
C -1.39 -0.09 1.64
H -0.33 0.35 -1.69
H 0.51 1.57 -2.52
H 0.45 0.03 -3.59
H 2.77 0.35 -1.99
H 2.91 -0.18 0.09
H 0.87 -0.46 1.60
H -1.24 1.32 -0.20
H -1.46 1.14 2.71
H -3.13 -2.31 2.85
N -1.78 -1.52 1.69
O -2.61 -1.25 2.94
*
```

Frontier orbital gap in Eh: 0.325
Lowest unoccupied orbital energy in eV: 0.1908
E_HOMO in Ha: -0.318

Atomic partial charges in e from the Löwdin method, atoms 1 to 5: C -0.094; C -0.156; C -0.121; C -0.184; C -0.192

Short version: model a is the most stable of them.

Model a:
Here is a 3-piece molecular cluster, C6H9NO overall from the Open Molecules 2025 dataset. Energies are from ωB97M-V/def2-TZVPD.

Geometry as ORCA input:
```
! wB97M-V def2-TZVPD RIJCOSX def2/J DEFGRID3
* xyz 0 1
C 1.53 -0.81 0.92
C 2.26 0.04 0.49
O 3.23 0.74 -0.02
H 1.10 -1.67 1.33
H 3.01 1.69 0.02
C -2.08 0.23 0.29
C -1.39 -0.88 0.03
C -0.89 -1.26 -1.33
H -2.55 0.40 1.25
H -2.34 0.92 -0.49
H -1.33 -1.65 0.79
H -0.96 -0.41 -2.01
H -1.47 -2.09 -1.72
H 0.15 -1.57 -1.27
C 0.61 2.04 0.62
N 1.40 2.82 0.35
H -0.29 1.45 0.74
*
```

Frontier orbital gap in Eh: 0.387
SMILES: C#CO.C=CC.C#N
Lowest unoccupied orbital energy in eV: 0.9629
E_HOMO in Ha: -0.351

Atomic partial charges in e from the Löwdin method, atoms 1 to 5: C 0.086; C -0.317; O 0.067; H 0.034; H 0.069

Model b:
Here is one molecule with the formula C6H9NO from the Open Molecules 2025 dataset. Energies are from ωB97M-V/def2-TZVPD.

Geometry as ORCA input:
```
! wB97M-V def2-TZVPD RIJCOSX def2/J DEFGRID3
* xyz 0 1
C -0.73 1.11 0.50
C 0.78 0.86 0.53
C 1.04 -0.58 0.50
C 2.25 -1.05 -0.37
C 1.08 -1.30 -0.83
C 0.13 -1.85 -2.28
N -1.12 -2.19 -1.88
O 0.70 -2.02 -3.33
H -1.06 2.10 0.83
H -1.01 0.33 1.19
H -1.09 0.82 -0.53
H 1.08 1.30 1.45
H 1.15 1.49 -0.24
H 0.88 -1.02 1.41
H 3.27 -1.07 -0.69
H -1.44 -2.09 -0.97
H -1.68 -2.67 -2.50
*
```

Frontier orbital gap in Eh: 0.373
SMILES: CC[C@@H]1C=C1C(N)=O
Lowest unoccupied orbital energy in eV: 0.8876
E_HOMO in Ha: -0.341

Atomic partial charges in e from the Löwdin method, atoms 1 to 5: C -0.101; C -0.272; C -0.244; C 0.044; C -0.028

Model c:
Here is C6H9NO as an isolated structure from the Open Molecules 2025 dataset. Energies are from ωB97M-V/def2-TZVPD.

Geometry as ORCA input:
```
! wB97M-V def2-TZVPD RIJCOSX def2/J DEFGRID3
* xyz 0 1
C 0.96 -0.62 -0.74
C 1.37 0.82 -0.63
C -1.78 -0.22 -0.01
C -0.53 -0.64 0.62
C 0.15 1.61 -0.31
C -0.86 1.04 0.45
O 1.78 -1.58 -0.24
N -0.22 -1.43 1.58
H 1.56 -1.72 0.70
H 0.50 -0.89 -1.68
H -0.93 -2.14 1.76
H 1.79 1.13 -1.59
H 2.15 0.96 0.13
H -2.69 -0.38 0.58
H -1.88 -0.27 -1.08
H 0.08 2.64 -0.64
H -1.45 1.69 1.10
*
```

Frontier orbital gap (spin up / spin down) in Eh: 0.263 / 0.263
Lowest unoccupied orbital energy (spin up / spin down) in eV: -0.6374 / -0.6340
E_HOMO (spin up / spin down) in Ha: -0.286 / -0.286

Atomic partial charges in e from the Löwdin method, atoms 1 to 5: C -0.248; C -0.166; C -0.029; C -0.424; C -0.016

Model d:
Here is C6H9NO as an isolated structure from the Open Molecules 2025 dataset. Energies are from ωB97M-V/def2-TZVPD.

Geometry as ORCA input:
```
! wB97M-V def2-TZVPD RIJCOSX def2/J DEFGRID3
* xyz 0 1
C -0.62 0.32 -0.61
C 0.92 0.79 -0.64
C 0.63 1.20 0.78
C -0.18 -0.07 0.80
C 0.65 -1.25 0.48
C 1.41 -0.58 -0.34
H -2.19 -0.89 -1.23
H -0.73 -1.17 -1.82
H -1.53 0.91 -0.31
H 1.49 1.37 -1.45
H 0.23 2.29 0.82
H 1.42 1.14 1.51
H -2.02 0.07 1.58
H 0.78 -2.16 1.18
H 2.14 -0.95 -0.98
N -1.32 -0.40 -1.56
O -1.09 -0.60 1.80
*
```

Frontier orbital gap in Eh: 0.352
Lowest unoccupied orbital energy in eV: 0.7760
E_HOMO in Ha: -0.324

Atomic partial charges in e from the Löwdin method, atoms 1 to 5: C -0.356; C -0.140; C -0.080; C -0.541; C -0.003

Short version: model b is the most stable of them.

Model a:
Here is a 2-piece molecular cluster, C6H7N2O2 overall from the Open Molecules 2025 dataset. Energies are from ωB97M-V/def2-TZVPD.

Geometry as ORCA input:
```
! wB97M-V def2-TZVPD RIJCOSX def2/J DEFGRID3
* xyz 1 1
C -2.89 0.10 -0.22
C -2.11 1.21 0.11
C -2.33 -1.18 -0.25
C -0.77 1.05 0.37
C -0.99 -1.37 0.00
C -0.18 -0.24 0.28
N 4.16 1.10 -0.20
N 1.14 -0.26 0.42
O 3.96 -0.18 -0.17
O 1.98 -1.10 0.26
H -3.93 0.23 -0.44
H -2.56 2.19 0.15
H -2.96 -2.03 -0.48
H -0.14 1.89 0.62
H -0.54 -2.35 -0.03
H 3.90 1.46 -1.12
H 4.26 -0.54 0.69
*
```

Frontier orbital gap (spin up / spin down) in Eh: 0.217 / 0.297
Lowest unoccupied orbital energy (spin up / spin down) in eV: -6.6311 / -6.4884
E_HOMO (spin up / spin down) in Ha: -0.461 / -0.536

Atomic partial charges in e from the Löwdin method, atoms 1 to 5: C 0.016; C -0.024; C -0.025; C 0.047; C 0.053

Model b:
Here is an isolated ion of composition C6H7N2O2 and charge +1 from the Open Molecules 2025 dataset. Energies are from ωB97M-V/def2-TZVPD.

Geometry as ORCA input:
```
! wB97M-V def2-TZVPD RIJCOSX def2/J DEFGRID3
* xyz 1 1
C -1.00 -2.04 -0.06
C -1.57 -0.73 -0.08
C 0.17 -2.54 0.13
C 0.42 0.90 0.12
C -0.97 0.49 0.06
C 1.47 0.19 0.51
N 3.52 0.90 -0.65
N -3.04 1.48 -0.01
O -1.73 1.61 0.05
O 2.77 0.61 0.45
H -1.77 -2.81 -0.24
H -2.64 -0.68 -0.19
H 0.99 -3.19 0.26
H 0.54 1.97 -0.07
H 2.91 1.16 -1.42
H -3.43 2.43 0.01
H 3.37 0.26 1.14
*
```

Frontier orbital gap (spin up / spin down) in Eh: 0.241 / 0.237
Lowest unoccupied orbital energy (spin up / spin down) in eV: -5.8508 / -6.0254
E_HOMO (spin up / spin down) in Ha: -0.456 / -0.458

Atomic partial charges in e from the Löwdin method, atoms 1 to 5: C -0.133; C -0.019; C 0.341; C -0.028; C -0.245

Short version: model a is the most stable of them.